# 1
Here is C2H3N3O6 as an isolated structure at a distorted geometry from OMol25. Energies are from ωB97M-V with the def2-TZVPD basis set.

Last column: Löwdin charge in e.
CARTESIAN COORDINATES (ANGSTROEM)
C: -0.18285 0.32801 -0.02658  0.171
C: 1.73116 -0.39605 0.06042  -0.048
N: 2.36495 -0.40017 -1.27347  -0.354
N: 1.79591 -1.69024 0.77054  -0.385
N: 2.37796 0.82164 0.94189  -0.341
O: 1.87767 0.42362 -1.99357  0.112
O: 0.92083 -2.43323 0.47717  0.124
O: 3.11968 1.58366 0.39534  0.127
O: 3.24744 -1.20349 -1.48079  0.148
O: 2.57596 -1.84578 1.65991  0.144
O: 1.99565 0.90066 2.05825  0.116
H: -0.39662 0.63351 1.00188  0.061
H: -0.85501 -0.52304 -0.37586  0.081
H: 0.10955 0.90319 -0.91892  0.044

Cartesian forces, eV/Å:
C 2.55 -3.12 -1.35
C -2.84 3.01 1.49
N -0.30 -0.71 0.93
N 0.11 1.10 0.77
N -0.01 -1.20 -1.40
O 0.51 0.39 -1.31
O -1.43 -1.63 -1.08
O 0.35 -0.07 -0.85
O -0.27 0.42 -0.15
O 1.28 0.14 0.46
O -0.83 -0.38 1.28
H 0.35 0.46 -0.61
H 1.19 0.90 0.70
H -0.67 0.67 1.12

Results
LUMO level in eV: -1.3
HOMO energy in eV: -11.604
Kohn-Sham gap in eV: 10.303
Max |F| in eV Å⁻¹: 4.40
Energy in Ha: -693.3223
Energy relative to the best compared isomer or geometry (same formula, charge and spin) in kcal/mol: 72.2
Total charge: 0

---

# 2
Here is a 2-piece molecular cluster, C4H5F2N overall at a distorted geometry from OMol25. Energies are from ωB97M-V with the def2-TZVPD basis set.

Last column: Löwdin charge in e.
CARTESIAN COORDINATES (ANGSTROEM)
C: -0.01958 -2.66989 -1.55207  -0.067
C: 0.15671 -1.54005 -1.24765  0.007
C: -0.53057 1.18540 0.06420  -0.220
C: 0.10465 0.70975 1.37043  -0.468
N: 0.18645 0.61029 -1.00910  0.067
F: 1.42708 0.78107 1.38424  0.088
F: -0.19883 -0.56927 1.54954  0.067
H: 0.13437 -3.76103 -1.71292  0.036
H: -1.53670 0.93569 0.11563  0.106
H: -0.50272 2.19050 -0.17121  0.112
H: -0.45313 1.25943 2.18274  0.163
H: 1.23226 0.86812 -0.97382  0.108

Cartesian forces, eV/Å:
C 0.57 -3.65 -0.58
C 0.25 6.67 1.47
C 2.60 -3.20 1.07
C -2.84 1.96 0.98
N 1.45 -2.88 -3.32
F 1.01 0.78 0.16
F -0.42 -1.57 0.07
H -0.59 1.64 0.12
H -1.92 -0.82 -0.23
H 0.49 2.55 0.05
H 1.40 -0.18 -0.05
H -2.00 -1.29 0.26

Results
LUMO level (alpha / beta) in eV: -1.0 / -1.0
HOMO energy (alpha / beta) in eV: -9.827 / -9.826
Kohn-Sham gap (alpha / beta) in eV: 8.846 / 8.846
Max |F| in eV Å⁻¹: 6.84
Energy in Ha: -409.6557
Energy relative to the best compared isomer or geometry (same formula, charge and spin) in kcal/mol: 142.5
Total charge: 0

---

# 3
Here is C30H33ClN5OPSn as an isolated structure from OMol25. Energies are from ωB97M-V with the def2-TZVPD basis set.

Last column: Löwdin charge in e.
CARTESIAN COORDINATES (ANGSTROEM)
Sn: 0.41949 -0.39066 0.75645  1.398
Cl: 0.87197 2.50261 0.90860  0.654
C: -0.46868 3.51679 0.36168  -0.586
C: -0.24100 4.87713 0.30495  -0.079
C: -1.27336 5.69445 -0.12986  -0.031
C: -2.49653 5.14661 -0.49762  -0.035
C: -2.69355 3.77706 -0.43022  -0.063
C: -1.67414 2.92938 0.00017  -0.381
P: -1.94990 1.13197 0.11802  0.962
C: -3.44390 0.96027 1.12143  -0.387
C: -4.72550 0.97733 0.57008  -0.078
C: -5.83114 0.91485 1.40610  -0.042
C: -5.66483 0.82914 2.78340  -0.042
C: -4.39113 0.80352 3.33661  -0.052
C: -3.28042 0.86369 2.50715  -0.105
C: -2.37087 0.61081 -1.57110  -0.376
C: -1.93745 1.34493 -2.67612  -0.077
C: -2.19818 0.88793 -3.96299  -0.051
C: -2.88254 -0.30336 -4.15552  -0.050
C: -3.30234 -1.04851 -3.05932  -0.056
C: -3.04189 -0.59917 -1.77439  -0.111
H: 0.71605 5.29178 0.59246  0.120
H: -1.11840 6.76475 -0.17523  0.126
H: -3.29885 5.78987 -0.83538  0.123
H: -3.65210 3.35745 -0.71409  0.118
H: -4.86242 1.03893 -0.50305  0.112
H: -6.82683 0.93599 0.98080  0.121
H: -6.53313 0.78053 3.42881  0.121
H: -4.26535 0.74203 4.40948  0.118
H: -2.28558 0.85837 2.93926  0.107
H: -1.41081 2.28165 -2.53986  0.108
H: -1.87333 1.47229 -4.81461  0.118
H: -3.09699 -0.64883 -5.15923  0.119
H: -3.84151 -1.97628 -3.20870  0.116
H: -3.39910 -1.17580 -0.92893  0.094
O: -1.66618 -1.72204 1.08683  -0.278
C: -1.84620 -3.12975 0.89122  -0.139
C: -0.51100 -3.78637 0.69474  -0.259
C: -0.46760 -5.14012 0.39705  0.007
C: 0.75787 -5.77092 0.32252  -0.009
C: 1.90679 -5.03215 0.57508  -0.019
C: 1.77386 -3.69065 0.84735  -0.130
N: 0.58883 -3.05293 0.88348  -0.004
H: -2.49185 -1.33585 1.41690  0.074
H: -2.48825 -3.30947 0.02774  0.135
H: -2.32227 -3.56403 1.77033  0.150
H: -1.38995 -5.68836 0.24206  0.135
H: 0.82026 -6.82523 0.08634  0.129
H: 2.88690 -5.48921 0.56489  0.125
H: 2.64814 -3.09601 1.06864  0.080
C: 3.67644 1.39637 -0.31257  -0.205
N: 5.11523 1.28156 -0.42505  -0.079
C: 5.66610 0.87661 0.87218  -0.141
N: 5.10592 -0.41248 1.31146  -0.074
C: 3.66872 -0.27404 1.40856  -0.224
N: 3.04104 0.09912 0.10555  -0.214
C: 3.44538 -0.91244 -0.92202  -0.194
N: 4.88141 -1.05358 -1.02536  -0.077
C: 5.44500 0.24787 -1.41232  -0.143
C: 5.41805 -1.42335 0.29039  -0.143
H: 3.25149 1.69233 -1.27179  0.130
H: 3.44139 2.15418 0.43051  0.081
H: 5.44402 1.63907 1.61872  0.134
H: 6.74643 0.77950 0.78574  0.136
H: 3.42893 0.50481 2.13649  0.128
H: 3.23717 -1.21422 1.75902  0.095
H: 3.04247 -0.59270 -1.88457  0.133
H: 3.00462 -1.87333 -0.66715  0.094
H: 5.04707 0.53470 -2.38565  0.133
H: 6.52675 0.16014 -1.49060  0.136
H: 6.49832 -1.53489 0.21923  0.137
H: 4.99293 -2.38165 0.59481  0.123

Cartesian forces, eV/Å:
Sn -0.18 -0.25 0.45
Cl -0.01 0.29 0.08
C -0.02 -0.18 -0.01
C 0.01 0.03 0.01
C -0.06 0.01 -0.01
C -0.01 0.03 -0.01
C -0.09 0.07 -0.03
C 0.09 -0.12 0.11
P 0.15 0.37 -0.50
C 0.09 -0.20 0.07
C -0.04 0.01 0.03
C 0.00 0.00 -0.02
C -0.01 0.00 0.00
C 0.00 -0.01 -0.01
C -0.09 0.00 -0.04
C 0.04 -0.01 -0.01
C -0.01 -0.03 -0.02
C 0.01 0.01 0.05
C 0.00 0.01 -0.01
C 0.02 0.00 -0.01
C -0.03 0.00 -0.02
H -0.03 -0.03 0.00
H -0.01 -0.04 -0.01
H 0.03 -0.03 0.02
H 0.03 0.02 0.01
H 0.00 0.00 0.03
H 0.04 -0.01 0.02
H 0.04 0.01 -0.03
H 0.01 0.00 -0.02
H 0.03 0.03 0.04
H -0.02 0.00 -0.01
H -0.01 -0.02 0.03
H 0.02 0.01 0.05
H 0.01 0.05 0.01
H 0.00 0.02 -0.02
O -0.02 -0.16 0.03
C 0.06 0.08 -0.01
C 0.05 0.04 0.05
C -0.07 -0.07 0.00
C 0.02 -0.07 -0.02
C 0.04 -0.07 0.01
C -0.12 0.08 0.00
N 0.06 -0.05 -0.08
H 0.02 0.09 0.00
H -0.03 0.03 -0.05
H -0.04 -0.01 0.07
H 0.06 0.02 0.00
H 0.00 0.02 0.02
H -0.03 0.01 0.00
H 0.03 0.04 -0.04
C 0.04 -0.16 0.02
N 0.00 -0.08 0.00
C -0.07 -0.08 -0.06
N 0.01 0.02 -0.08
C 0.05 0.07 -0.20
N 0.10 0.01 -0.21
C 0.10 0.18 0.08
N 0.00 0.05 0.05
C -0.06 -0.01 0.09
C -0.10 0.11 -0.01
H -0.03 0.01 -0.04
H 0.00 0.04 0.05
H -0.02 0.02 0.02
H 0.03 0.00 0.00
H -0.01 0.03 0.04
H -0.02 -0.10 0.02
H -0.01 0.02 -0.03
H -0.05 -0.14 0.05
H -0.01 0.01 -0.03
H 0.03 0.00 0.00
H 0.02 0.01 -0.01
H 0.00 -0.03 0.01

Results
LUMO level in eV: -7.5
HOMO energy in eV: -13.607
Kohn-Sham gap in eV: 6.091
Max |F| in eV Å⁻¹: 0.64
Energy in Ha: -2527.3192
Total charge: +2

---

# 4
Here is CHI2O3S as an isolated structure at a distorted geometry from OMol25. Energies are from ωB97M-V with the def2-TZVPD basis set.

Last column: Löwdin charge in e.
CARTESIAN COORDINATES (ANGSTROEM)
C: -1.90228 -1.22158 0.72333  -0.977
O: 2.35592 1.54029 0.14087  -0.376
O: 0.15007 2.17416 -0.72794  -0.380
O: 1.67692 0.92134 -2.12893  -0.463
S: 1.26808 1.32469 -0.75784  0.075
I: -1.80023 -3.22617 1.43760  0.424
I: 0.23760 -0.83843 -0.25424  0.917
H: -1.98608 -0.67430 1.56715  -0.220

Cartesian forces, eV/Å:
C -0.40 -1.72 -3.88
O 0.12 0.01 0.83
O -1.72 1.67 0.67
O -0.32 0.48 1.97
S 2.27 -0.84 -3.89
I 0.20 -0.23 0.25
I -0.64 -1.47 0.82
H 0.48 2.09 3.23

Results
LUMO level (alpha / beta) in eV: 2.6 / 2.6
HOMO energy (alpha / beta) in eV: -4.302 / -4.304
Kohn-Sham gap (alpha / beta) in eV: 6.926 / 6.927
Max |F| in eV Å⁻¹: 4.58
Energy in Ha: -1257.9599
Energy relative to the best compared isomer or geometry (same formula, charge and spin) in kcal/mol: 82.1
Total charge: -1